# 1
ORCA calculation (wB97M-V/def2-TZVPD) on C23H18BeBrCl5F5N2O4Te as an isolated structure.

Last column: Mulliken charge in e.
Element x y z (Å)
Be -1.750384 -0.333574 -0.374382  -0.7102
C -2.950567 -0.792756 3.424701  -1.1654
O -1.841743 -1.114421 2.604168  -0.1718
C -0.620620 -0.669873 2.971094  0.9195
C -0.297520 -0.116424 4.194522  -0.4048
C 1.016596 0.292306 4.406882  -0.3026
Br 1.461027 1.048295 6.093117  -0.2376
C 1.985063 0.173477 3.444659  -0.8799
C 1.653208 -0.378405 2.198706  0.4019
C 0.354847 -0.802093 1.972714  -0.1044
O -0.002395 -1.267314 0.737543  -0.3241
C 2.700022 -0.432766 1.168604  0.3442
N 3.942388 -0.079697 1.391343  -0.7732
C 4.587910 -0.249776 0.185361  0.1960
C 5.922282 -0.025826 -0.156424  -0.7799
C 6.309223 -0.281547 -1.456852  -0.4614
C 5.396056 -0.752788 -2.413607  -0.5268
C 4.070917 -0.981027 -2.096577  -0.8009
C 3.686480 -0.720893 -0.783837  0.9647
N 2.484308 -0.826743 -0.125741  0.3995
H -2.876196 -1.279286 4.400322  0.4003
H -3.824162 -1.157385 2.892574  0.2523
H -3.030845 0.289591 3.556889  0.4388
H -1.039888 0.005936 4.969006  0.4994
H 2.998668 0.505404 3.612279  0.6102
H -0.754468 -1.899016 0.770196  0.4107
H 6.623742 0.338537 0.583480  0.4296
H 7.338406 -0.115669 -1.750953  0.3644
H 5.739548 -0.940700 -3.423108  0.4010
H 3.364856 -1.341725 -2.832963  0.3780
H 1.593318 -1.150903 -0.473942  -0.2366
F -2.040208 -4.284331 -1.420784  -0.4039
Te -2.270064 -2.485037 -1.960616  1.4031
F -0.366727 -2.779328 -1.982757  -0.4944
F -4.005541 -3.230635 -2.066496  -0.3992
F -3.385795 -1.033120 -2.550868  -0.4490
F -2.061902 -2.786510 -3.785315  -0.3936
O -2.325218 -1.827487 -0.219483  -0.8574
Cl 0.252567 2.092884 0.291797  -0.1990
C -1.444045 2.255652 0.636565  1.4071
C -2.279745 1.177459 0.367413  -1.2128
C -3.631786 1.387193 0.668733  1.0494
Cl -4.771923 0.114518 0.367288  -0.1564
C -4.120328 2.585447 1.194004  -0.3072
Cl -5.796229 2.787789 1.536476  -0.2035
C -3.235494 3.632004 1.440141  0.5664
Cl -3.816666 5.121481 2.081259  -0.2108
C -1.882062 3.470742 1.160083  -0.4045
Cl -0.789419 4.765931 1.460805  -0.2164
C -1.556701 1.165807 -3.556695  -1.6083
C -0.521479 0.392434 -2.751313  0.8470
C 0.410204 -0.394168 -3.662609  -1.2971
O -1.145380 -0.467826 -1.821041  1.2942
H -1.069306 1.875006 -4.230384  0.4601
H -2.220039 1.716841 -2.886779  0.2393
H -2.168349 0.480189 -4.144103  0.2744
H 0.076886 1.107192 -2.178415  -0.0337
H -0.157725 -1.080573 -4.293341  0.3161
H 1.110307 -0.991894 -3.079223  -0.0072
H 0.972088 0.289384 -4.304095  0.4665

Forces on the atoms, in the same order (eV/Å):
Be 0.15 -0.17 -0.77
C 0.00 0.00 -0.02
O -0.09 -0.08 0.00
C 0.03 0.02 -0.03
C -0.01 0.00 0.02
C -0.03 0.01 0.03
Br 0.00 0.00 -0.01
C 0.02 -0.02 -0.05
C -0.01 0.04 0.07
C 0.08 0.03 -0.09
O -0.02 -0.02 0.31
C 0.11 -0.01 -0.15
N 0.00 0.03 0.08
C -0.02 -0.03 -0.07
C 0.02 0.00 -0.01
C 0.03 0.02 0.03
C -0.04 -0.01 -0.02
C -0.03 -0.01 0.00
C 0.00 0.02 0.05
N -0.06 -0.01 0.10
H 0.01 -0.01 0.01
H 0.00 0.00 0.02
H 0.01 0.02 0.01
H 0.00 0.00 -0.01
H 0.00 0.00 -0.02
H 0.00 0.06 0.01
H -0.02 -0.01 -0.01
H -0.01 0.00 0.01
H -0.01 0.00 0.01
H 0.03 0.00 0.01
H 0.00 -0.01 -0.08
F -0.03 -0.02 0.00
Te 0.03 0.46 0.48
F -0.13 0.15 -0.08
F 0.05 0.01 0.06
F 0.18 -0.19 -0.15
F -0.03 -0.10 0.04
O -0.17 -0.22 -0.28
Cl 0.13 -0.01 0.01
C -0.01 -0.04 -0.03
C -0.31 0.05 0.28
C 0.17 0.11 0.00
Cl 0.03 -0.03 -0.03
C 0.13 -0.11 -0.05
Cl -0.06 0.01 0.03
C 0.01 -0.04 -0.03
Cl 0.00 0.04 0.03
C -0.13 -0.04 0.03
Cl 0.07 0.03 0.01
C -0.06 0.02 0.05
C -0.07 0.07 -0.20
C 0.01 -0.04 0.02
O 0.07 0.02 0.35
H 0.02 -0.01 0.02
H 0.01 0.00 -0.02
H 0.01 0.00 0.00
H 0.01 -0.02 0.01
H -0.02 0.01 0.01
H -0.02 0.04 0.00
H -0.02 -0.01 0.02

Values from the calculation:
- Orbital gap: 0.3052 hartree
- ΔE to the lowest compared entry with this formula, charge and spin: 0.0 kcal per mole
- HOMO energy: -6.2 eV
- M: 875.18 g mol⁻¹
- Charge: -1

---

# 2
ORCA calculation (wB97M-V/def2-TZVPD) on C23H18Cl4CsIN4O4 as an isolated structure.

Last column: Mulliken charge in e.
Element x y z (Å)
Cs 1.477058 0.109843 -1.790438  1.2201
Cl 6.544640 -5.309949 -2.820228  -0.2638
C 5.068893 -4.490590 -2.383482  0.1778
C 4.023269 -5.191969 -1.824310  -0.0308
Cl 4.154270 -6.906377 -1.543252  -0.2659
C 2.847404 -4.499942 -1.484855  0.4193
Cl 1.509074 -5.377382 -0.776705  -0.2707
C 2.662873 -3.118946 -1.679399  -0.2091
O 1.582354 -2.503602 -1.361179  -0.9497
C 3.768131 -2.376721 -2.277954  0.1822
O 3.644849 -1.121814 -2.488773  -0.9570
C 4.927871 -3.109842 -2.598093  0.2930
Cl 6.247601 -2.214251 -3.315115  -0.2760
N 2.361136 0.532019 2.606701  -0.6883
C 1.778090 1.636601 1.838796  -0.0948
C 2.565539 2.058198 0.596303  -0.3701
C 1.748838 3.072617 -0.219513  0.7859
O 2.037302 4.276132 -0.039821  -0.7599
O 0.828008 2.605195 -0.935743  -0.6971
H 3.354317 0.701578 2.725727  0.2651
H 2.286836 -0.324807 2.067700  0.2913
H 1.688171 2.503234 2.501322  0.2254
H 0.764543 1.347664 1.548078  -0.0128
H 2.822842 1.166752 0.021725  -0.2746
H 3.498505 2.540199 0.899681  0.2649
N -2.565046 0.786037 -0.070197  -0.2987
C -3.231082 -0.141972 0.665418  -0.2680
C -4.413359 0.119508 1.332973  -0.6220
C -5.091653 -0.898276 2.026844  -0.5297
C -4.616484 -2.180622 2.064309  -0.9868
C -3.402942 -2.489348 1.400913  1.3263
C -2.823152 -3.779719 1.389901  -0.7959
C -1.644305 -3.988395 0.738097  -0.4567
C -1.008353 -2.905193 0.086658  0.2043
N -1.519708 -1.696587 0.079459  -0.2906
C -2.700796 -1.478195 0.712153  0.5971
H -2.702388 1.776718 0.090442  0.1183
H -1.645037 0.515799 -0.372909  0.3126
H -4.819206 1.123390 1.308942  0.4324
H -6.016216 -0.652866 2.537045  0.3522
H -5.146232 -2.962676 2.595091  0.3211
H -3.330823 -4.587211 1.908164  0.3547
H -1.172294 -4.961175 0.713679  0.3583
H -0.053729 -3.036260 -0.423295  0.1170
I -2.326179 6.168878 -3.499236  0.0264
C -1.862959 5.393917 -1.602275  -0.1580
C -0.834341 5.938343 -0.858153  -0.0491
C -0.565035 5.377511 0.377075  -0.4063
C -1.330483 4.301734 0.794205  -0.2899
N -2.325667 3.788786 0.077550  -0.4963
C -2.585620 4.321775 -1.112180  -0.3002
H -0.229077 6.747874 -1.240351  0.3736
H 0.269452 5.722266 0.964294  0.3331
H -1.117248 3.807364 1.734537  0.3624
H -3.382450 3.864754 -1.686329  0.3543

Forces on the atoms, in the same order (eV/Å):
Cs -1.15 0.03 -0.80
Cl 0.01 -0.01 0.00
C -0.10 -0.11 0.07
C 0.12 0.04 -0.06
Cl 0.00 -0.04 0.01
C -0.04 0.18 -0.01
Cl -0.03 -0.03 0.02
C -0.15 -0.55 0.16
O 0.15 -0.60 0.10
C 0.42 0.03 -0.20
O 0.70 -0.40 -0.16
C -0.01 0.13 -0.03
Cl -0.01 0.02 0.00
N -0.01 0.01 0.01
C 0.05 0.01 -0.02
C 0.19 0.11 0.31
C 0.01 0.34 0.14
O 0.02 0.08 -0.05
O -0.26 0.66 0.26
H 0.00 -0.04 0.00
H 0.03 -0.01 0.02
H -0.06 -0.01 -0.03
H 0.00 -0.01 0.00
H 0.16 0.23 0.25
H 0.00 -0.09 0.02
N 0.00 0.11 -0.07
C -0.10 -0.04 0.02
C 0.03 0.02 -0.01
C 0.02 -0.06 0.00
C -0.05 0.01 0.03
C 0.07 0.14 -0.06
C 0.01 -0.04 0.00
C -0.08 -0.01 0.05
C 0.02 0.06 0.02
N -0.03 0.03 -0.05
C -0.02 -0.08 0.04
H -0.02 -0.06 0.10
H 0.13 -0.04 -0.03
H -0.01 0.02 0.00
H -0.01 0.00 0.01
H -0.01 -0.01 0.01
H 0.01 0.00 0.00
H 0.01 -0.01 -0.01
H 0.00 0.00 -0.01
I 0.03 -0.06 0.14
C -0.05 0.13 -0.25
C 0.02 -0.03 0.05
C 0.00 -0.03 -0.07
C 0.03 0.00 0.02
N -0.09 0.02 -0.05
C 0.03 -0.04 0.10
H -0.01 0.00 -0.01
H 0.04 -0.02 0.04
H 0.00 0.01 0.02
H -0.01 0.03 -0.04

Values from the calculation:
- Orbital gap: 0.1491 hartree
- ΔE to the lowest compared entry with this formula, charge and spin: 11.3 kcal per mole
- HOMO energy: -0.9 eV
- M: 816.04 g mol⁻¹
- Charge: -2

---

# 3
ORCA calculation (wB97M-V/def2-TZVPD) on C23H18EuN3O9S3 as an isolated structure.

Last column: Mulliken charge in e.
Element x y z (Å)
Eu -0.294278 -1.295279 -0.017351  0.3249
O 0.211060 1.175650 3.085460  -0.7539
C -0.471753 0.510603 2.339811  0.1045
O -0.429532 0.511903 1.028229  0.2536
C -1.634405 -0.355215 2.883649  -0.2297
C -2.835050 -0.231926 1.917478  -0.1134
C -4.132190 -0.589335 2.629464  -0.9673
C -3.937625 -2.108804 2.850890  -0.9893
C -2.643394 -2.379561 2.079052  -0.0048
O -2.647111 -1.371924 1.031189  -0.4718
C -1.408995 -1.919907 2.878101  -0.2517
C -0.159743 -2.316579 2.062942  0.5890
O 0.853398 -1.596104 2.081628  -0.5450
O -0.314010 -3.201614 1.164592  -0.6015
H -1.870470 0.013182 3.878826  0.7074
H -2.850336 0.686477 1.344454  0.5373
H -4.984387 -0.389614 1.980703  0.3956
H -4.257454 -0.023286 3.552584  0.3619
H -4.762177 -2.687187 2.435479  0.3380
H -3.829479 -2.375611 3.903668  0.3245
H -2.549922 -3.363517 1.644208  0.7371
H -1.344808 -2.335448 3.883179  0.5732
O 2.791778 0.283643 -2.472841  -0.5292
C 2.087983 -0.671056 -1.898228  0.2300
O 1.867977 -0.689431 -0.687553  -0.4598
C 1.561364 -1.742481 -2.781430  0.4278
C 1.945341 -1.955647 -4.066000  -0.4858
C 1.193559 -2.897437 -4.841673  -0.7747
C 0.088233 -3.492553 -4.280940  -0.7452
C -0.245433 -3.229884 -2.943994  0.6822
N 0.545733 -2.398478 -2.177426  -0.1961
C -1.460321 -3.575973 -2.273686  0.5886
O -2.275468 -4.549117 -2.776766  -0.5238
O -1.816757 -2.985497 -1.249109  -0.4979
H 2.781632 1.038764 -1.848269  0.4312
H 2.768794 -1.396251 -4.490315  0.4869
H 1.448425 -3.083136 -5.876946  0.3853
H -0.546532 -4.116308 -4.903976  0.1406
H -1.857258 -4.924609 -3.560557  0.2718
S -0.871754 5.058653 0.956526  -0.3881
C -0.462087 3.784605 -0.028207  0.2635
S -1.597828 2.783305 -0.870886  -0.1826
C -0.318620 1.746077 -1.484174  0.2652
N 0.854604 2.180268 -1.157510  -0.4247
N 0.760161 3.292038 -0.327346  0.3524
C 2.005401 3.775093 0.167067  0.0207
C 2.347341 5.114149 0.074727  -0.4570
C 3.584755 5.528940 0.546025  -0.5920
C 4.471736 4.611268 1.096768  -0.4291
C 4.115873 3.271996 1.180527  -0.8653
C 2.878335 2.848939 0.719047  0.1861
S -0.649066 0.327043 -2.405506  -0.4426
H 1.645903 5.818685 -0.350055  0.4172
H 3.856667 6.576026 0.480758  0.3577
H 5.435843 4.941574 1.464192  0.3758
H 4.795959 2.553561 1.622392  0.3880
H 2.560393 1.816338 0.807138  0.4046

Forces on the atoms, in the same order (eV/Å):
Eu -0.19 -0.82 -5.15
O -0.03 -0.04 -0.14
C -0.35 0.30 0.20
O 0.00 1.49 1.35
C 0.13 0.00 -0.12
C -0.08 -0.14 0.24
C 0.01 -0.07 0.04
C -0.04 0.05 -0.04
C 0.04 0.10 0.31
O -0.10 0.12 0.37
C -0.02 0.17 -0.18
C 0.14 -1.26 1.84
O 0.07 -0.10 0.58
O -0.13 -0.66 0.80
H -0.01 -0.06 0.07
H 0.03 0.03 -0.12
H 0.00 0.00 0.01
H 0.00 -0.02 -0.02
H 0.01 0.02 0.01
H -0.01 0.00 -0.03
H 0.03 -0.05 -0.14
H -0.01 0.04 0.03
O -0.01 0.05 0.20
C 0.24 -0.23 0.19
O 0.62 0.33 -0.42
C -0.57 -0.46 0.21
C 0.22 -0.07 -0.45
C -0.14 -0.05 0.19
C 0.44 0.08 -0.40
C 0.04 0.16 0.45
N 0.39 0.21 0.14
C 0.01 0.30 -0.09
O 0.02 0.11 -0.02
O -0.15 -0.18 0.21
H -0.04 -0.03 -0.09
H -0.10 0.00 -0.03
H 0.00 0.02 0.03
H 0.05 -0.02 0.03
H -0.01 -0.01 0.09
S 0.03 0.03 -0.04
C 0.18 -0.25 -0.12
S -0.17 -0.14 -0.04
C -0.17 0.38 -0.20
N -0.01 0.11 0.23
N 0.12 0.11 -0.22
C 0.00 -0.10 0.09
C -0.01 0.06 -0.02
C 0.04 -0.03 0.02
C -0.05 0.06 -0.04
C 0.00 -0.03 0.00
C 0.02 -0.06 0.10
S -0.45 0.60 0.08
H 0.01 -0.02 0.02
H -0.01 -0.04 0.00
H -0.02 0.00 -0.01
H -0.03 0.02 -0.02
H 0.02 0.02 0.00

Values from the calculation:
- Orbital gap (alpha / beta): 0.2063 / 0.2747 hartree
- 2S+1: 8
- ΔE to the lowest compared entry with this formula, charge and spin: 0.0 kcal per mole
- HOMO energy (alpha / beta): -3.1 / -5.0 eV
- M: 728.57 g mol⁻¹
- Charge: -1

---

# 4
ORCA calculation (wB97M-V/def2-TZVPD) on C23H18F3N2STi as an isolated structure.

Last column: Mulliken charge in e.
Element x y z (Å)
Ti -0.258739 0.140358 0.358746  -0.0716
C -2.109469 2.510783 1.929993  -1.5984
C -1.060313 3.072570 1.021089  1.2534
C -1.169796 4.432139 0.624613  -0.8075
C -0.228809 4.959333 -0.194334  -0.7543
C 0.877130 4.178749 -0.609158  1.2324
C 1.922679 4.700714 -1.405690  -0.8803
C 2.983848 3.899373 -1.712545  -0.6474
C 3.046898 2.569734 -1.245787  -0.4680
C 2.048101 2.018623 -0.480757  0.2169
S 2.105327 0.350610 0.087249  -0.5494
C 0.934270 2.849342 -0.173109  -0.1477
N -0.077239 2.311351 0.605024  0.1060
H -2.221081 3.163319 2.796811  0.5286
H -1.857957 1.512908 2.286848  0.1786
H -3.071387 2.452542 1.419991  0.3072
H -2.009646 5.015558 0.976161  0.4320
H -0.298881 5.989564 -0.524779  0.4119
H 1.867259 5.725635 -1.749845  0.3791
H 3.794880 4.283896 -2.317290  0.3763
H 3.906605 1.961231 -1.497163  0.4423
F -2.306464 -0.314288 -1.988736  -0.2180
C -1.887465 0.485964 -1.008628  0.5500
F -2.585312 0.030831 0.190486  -0.3188
F -2.445764 1.695463 -1.261297  -0.2464
C 1.729517 -3.966033 -3.123696  -0.5000
C 1.182384 -2.710819 -3.358221  -0.7767
C 0.551959 -2.012503 -2.342698  -0.1171
C 0.446421 -2.552968 -1.063505  0.3329
C 1.010155 -3.807143 -0.826768  -0.4399
C 1.641795 -4.503359 -1.848552  -0.6796
N -0.139355 -1.774761 -0.042699  0.4425
C -0.585898 -2.335287 1.160170  0.1855
C -1.248067 -3.565893 1.277830  -0.4384
C -1.729518 -3.975803 2.505435  -0.6180
C -1.602928 -3.183363 3.646071  -0.5358
C -0.978780 -1.956273 3.543256  -0.8948
C -0.464915 -1.548125 2.314800  -0.1557
H 2.218900 -4.509680 -3.921009  0.3790
H 1.243644 -2.265609 -4.343513  0.3896
H 0.125209 -1.040900 -2.551937  0.2417
H 0.981712 -4.238183 0.164495  0.4949
H 2.075212 -5.472378 -1.633330  0.3593
H -1.393746 -4.178126 0.399455  0.5967
H -2.228196 -4.934919 2.575346  0.3721
H -1.985255 -3.528167 4.597110  0.3893
H -0.860653 -1.320193 4.410762  0.4196
H 0.111734 -0.615802 2.333301  0.8460

Forces on the atoms, in the same order (eV/Å):
Ti 0.00 -0.62 -0.58
C -0.01 -0.06 0.03
C -0.26 0.38 -0.01
C -0.01 -0.25 0.15
C 0.07 0.15 -0.11
C 0.12 0.22 -0.09
C -0.11 -0.06 0.08
C 0.04 -0.11 0.02
C 0.19 0.04 -0.11
C -0.17 0.14 0.03
S -0.23 0.23 -0.14
C -0.20 -0.26 0.38
N 0.24 0.22 -0.10
H -0.04 0.00 0.00
H 0.05 -0.02 -0.01
H 0.00 0.01 -0.02
H 0.01 0.00 0.00
H 0.02 -0.02 -0.01
H 0.00 -0.01 0.00
H 0.01 -0.02 0.01
H -0.02 0.00 0.01
F -0.08 -0.06 0.04
C 0.13 0.22 -0.11
F 0.05 0.06 0.01
F -0.02 -0.04 0.01
C -0.03 0.06 0.01
C 0.02 -0.03 0.00
C -0.07 0.05 -0.19
C -0.16 0.11 0.33
C 0.10 -0.10 -0.03
C -0.04 0.02 0.05
N 0.29 -0.28 0.36
C 0.11 0.05 -0.40
C -0.14 0.07 0.14
C -0.03 -0.07 -0.06
C -0.02 0.01 0.03
C -0.12 -0.01 -0.13
C -0.02 0.07 0.25
H 0.00 0.00 0.01
H 0.01 -0.02 0.00
H -0.03 0.03 0.07
H 0.00 0.02 0.02
H 0.00 0.00 -0.02
H 0.03 -0.01 -0.01
H 0.00 0.01 0.02
H 0.00 0.00 -0.01
H 0.02 -0.01 0.01
H 0.27 -0.14 0.07

Values from the calculation:
- Orbital gap (alpha / beta): 0.2557 / 0.2580 hartree
- 2S+1: 2
- ΔE to the lowest compared entry with this formula, charge and spin: 0.0 kcal per mole
- HOMO energy (alpha / beta): -7.4 / -7.4 eV
- M: 459.34 g mol⁻¹
- Charge: 0

---

Values of DFT total energy, in order: -6955.0837, -3565.9867, -3633.8247, -2544.0812, all in Eh.